Entry 1:
{
  "formula": "C20H19Cl2NO2SiW",
  "method": "ωB97M-V/def2-TZVPD",
  "multiplicity": 3,
  "charge": 2,
  "homo_ev": [-14.390, -14.814],
  "max_force_ha_per_bohr": 0.023,
  "molar_mass_da": 588.209,
  "elements": ["W", "Cl", "C", "C", "C", "Cl", "C", "O", "C", "C", "O", "C", "H", "H", "H", "C", "C", "C", "N", "C", "C", "H", "H", "H", "H", "H", "C", "Si", "C", "C", "C", "C", "C", "C", "C", "H", "H", "H", "H", "H", "H", "H", "H", "H", "H", "H"],
  "positions_angstrom": [[0.0806, 0.8164, -0.0663], [5.6244, -1.2075, 4.3809], [4.4974, -0.7875, 3.1573], [4.9615, -0.3833, 1.9060], [4.0783, -0.0349, 0.8969], [4.6465, 0.4675, -0.6413], [2.7194, -0.0817, 1.1415], [1.8302, 0.2739, 0.1865], [2.2458, -0.4813, 2.3919], [0.8394, -0.5481, 2.6664], [-0.0822, -0.2223, 1.8936], [3.1460, -0.8453, 3.4030], [6.0273, -0.3407, 1.7188], [0.5396, -0.9318, 3.6467], [2.7798, -1.1688, 4.3703], [-4.6279, -0.3260, -0.0813], [-4.3082, 1.0231, -0.1162], [-2.9863, 1.3970, -0.0802], [-1.9905, 0.4961, -0.0251], [-2.3091, -0.8160, -0.0158], [-3.6063, -1.2641, -0.0356], [-5.6624, -0.6450, -0.1008], [-5.0747, 1.7828, -0.1706], [-2.6909, 2.4299, -0.1305], [-1.4862, -1.5187, -0.0027], [-3.8105, -2.3250, -0.0239], [0.0771, 1.1106, -2.1581], [0.4705, 3.0877, 0.8070], [1.8792, 3.2995, 1.9472], [-0.2592, 4.6801, 0.3896], [0.6154, 5.7079, 0.0008], [0.1149, 6.9514, -0.3471], [-1.2504, 7.1958, -0.2681], [-2.1252, 6.1988, 0.1505], [-1.6363, 4.9424, 0.4595], [0.9859, 1.5540, -2.5691], [-0.7696, 1.6866, -2.5388], [-0.0083, 0.0966, -2.5768], [2.4647, 4.1707, 1.6422], [2.5347, 2.4342, 2.0340], [1.4639, 3.5323, 2.9356], [1.6847, 5.5403, -0.0524], [0.7907, 7.7339, -0.6661], [-1.6352, 8.1748, -0.5239], [-3.1838, 6.4069, 0.2374], [-2.3261, 4.1911, 0.8172]],
  "forces_ev_per_angstrom": [[-0.11, 0.77, -0.67], [-0.03, 0.00, -0.03], [0.17, 0.00, 0.02], [0.11, -0.02, 0.00], [0.25, 0.01, -0.18], [0.01, 0.01, 0.02], [-0.39, 0.24, -0.32], [1.04, -0.52, 0.20], [-0.24, -0.09, 0.29], [0.03, -0.15, 0.15], [-0.06, 0.18, -0.12], [-0.16, -0.07, 0.13], [-0.03, 0.00, -0.01], [0.04, -0.02, 0.02], [0.00, 0.02, -0.04], [-0.11, -0.03, -0.01], [-0.12, 0.03, -0.01], [0.07, 0.05, -0.08], [-0.57, -0.61, 0.21], [-0.12, -0.03, -0.03], [-0.07, -0.05, -0.02], [0.02, 0.01, 0.00], [0.00, -0.01, 0.00], [0.03, 0.17, 0.02], [0.07, -0.09, 0.07], [0.00, 0.01, 0.00], [0.09, -0.07, 0.44], [-0.03, -0.14, -0.14], [0.36, -0.09, 0.08], [-0.30, 0.17, -0.05], [-0.06, 0.10, -0.03], [0.02, 0.00, 0.00], [0.02, 0.02, 0.00], [0.00, -0.02, 0.01], [0.03, 0.17, -0.08], [0.07, 0.05, 0.04], [-0.08, 0.06, 0.05], [0.00, -0.04, -0.08], [0.02, 0.01, 0.08], [0.01, 0.03, 0.04], [0.02, 0.02, 0.00], [0.01, 0.01, 0.01], [-0.02, -0.01, 0.00], [0.01, -0.02, 0.01], [0.03, 0.00, 0.00], [-0.05, -0.07, 0.00]],
  "mulliken_spin": [1.84, 0.00, 0.01, 0.00, 0.01, 0.00, 0.00, 0.07, 0.01, 0.00, -0.01, 0.01, 0.00, 0.00, 0.00, 0.01, 0.00, 0.01, -0.01, 0.02, 0.00, 0.00, 0.00, 0.00, 0.00, 0.00, -0.09, -0.01, 0.01, 0.03, 0.00, 0.00, 0.01, 0.00, 0.02, 0.02, 0.01, 0.03, 0.00, 0.01, 0.00, 0.00, 0.00, 0.00, 0.00, 0.00]
}

***

Entry 2:
{
  "formula": "C48H107N5O",
  "method": "ωB97M-V/def2-TZVPD",
  "charge": 4,
  "homo_ev": -14.941,
  "max_force_ha_per_bohr": 0.047,
  "molar_mass_da": 770.418,
  "elements": ["C", "C", "C", "O", "H", "H", "H", "H", "H", "H", "H", "C", "C", "C", "C", "N", "C", "C", "C", "C", "C", "H", "H", "H", "H", "H", "H", "H", "H", "H", "H", "H", "H", "H", "H", "H", "H", "H", "H", "H", "H", "C", "C", "C", "C", "N", "C", "C", "C", "C", "C", "H", "H", "H", "H", "H", "H", "H", "H", "H", "H", "H", "H", "H", "H", "H", "H", "H", "H", "H", "H", "C", "C", "C", "C", "N", "C", "C", "C", "C", "C", "H", "H", "H", "H", "H", "H", "H", "H", "H", "H", "H", "H", "H", "H", "H", "H", "H", "H", "H", "H", "C", "C", "C", "C", "N", "C", "C", "C", "C", "C", "H", "H", "H", "H", "H", "H", "H", "H", "H", "H", "H", "H", "H", "H", "H", "H", "H", "H", "H", "H", "C", "C", "C", "C", "N", "C", "C", "C", "C", "C", "H", "H", "H", "H", "H", "H", "H", "H", "H", "H", "H", "H", "H", "H", "H", "H", "H", "H", "H", "H"],
  "positions_angstrom": [[0.1330, -0.4002, -2.7855], [1.2860, 0.0861, -1.9092], [0.8353, 0.5763, -0.5255], [2.1999, -0.9528, -1.7367], [-0.2874, -1.3535, -2.4379], [0.4364, -0.6626, -3.8036], [-0.7403, 0.2704, -2.8265], [1.8149, 0.8437, -2.5232], [1.7296, 1.0006, -0.0588], [0.5406, -0.2493, 0.1198], [0.1306, 1.4205, -0.5591], [-0.5758, -1.7995, 5.5386], [-0.2153, -0.6138, 4.6790], [-1.0649, 0.5768, 5.1448], [-0.8528, 1.7994, 4.2591], [-1.7930, 2.9817, 4.4526], [-1.2690, 3.7587, 5.6575], [-2.4794, 4.3516, 6.3586], [-3.4394, 3.1781, 6.2510], [-3.2308, 2.6242, 4.8534], [-1.7044, 3.9618, 3.3051], [-0.1514, -2.7407, 5.1799], [-1.6574, -1.9411, 5.6611], [-0.3032, -1.8183, 6.5991], [-0.4011, -0.7710, 3.6148], [0.8473, -0.3882, 4.7967], [-0.8767, 0.8008, 6.1972], [-2.1115, 0.2688, 5.1078], [-1.0468, 1.5224, 3.2183], [0.1492, 2.2182, 4.3361], [-0.5471, 4.5108, 5.3396], [-0.7104, 3.0727, 6.2927], [-2.8781, 5.2020, 5.7942], [-2.2882, 4.7646, 7.3450], [-4.4546, 3.5088, 6.4687], [-3.1553, 2.5176, 7.0746], [-3.8831, 3.1347, 4.1385], [-3.5491, 1.5979, 4.6919], [-0.6615, 4.1122, 3.0517], [-2.1682, 4.8830, 3.6514], [-2.3607, 3.5578, 2.5348], [2.7638, -0.9033, 2.5305], [2.5079, -2.3043, 3.0901], [2.8039, -3.4101, 2.1066], [1.9383, -3.4608, 0.8351], [2.5287, -4.2883, -0.2711], [1.7246, -4.2180, -1.5819], [2.7295, -4.3422, -2.7016], [4.1335, -4.0818, -2.0924], [3.9022, -3.7264, -0.6432], [2.8140, -5.7347, 0.0925], [2.5735, -0.1506, 3.3006], [2.2024, -0.6189, 1.6360], [3.7955, -0.6866, 2.2343], [1.4485, -2.3612, 3.3553], [3.1212, -2.2660, 3.9887], [2.6571, -4.3841, 2.5852], [3.8490, -3.4455, 1.7880], [1.8129, -2.4753, 0.3789], [0.9946, -3.9573, 1.0672], [1.0113, -5.0370, -1.5339], [1.2695, -3.2293, -1.6587], [2.8387, -5.3238, -3.1709], [2.5791, -3.7083, -3.5721], [4.8795, -4.8700, -2.1930], [4.5598, -3.2437, -2.6431], [4.6523, -4.1183, 0.0356], [3.8779, -2.6353, -0.5984], [1.8413, -6.1932, 0.2705], [3.5100, -5.6434, 0.9169], [3.2216, -6.3267, -0.7253], [-2.9968, -4.7340, 0.6781], [-2.5271, -3.6085, 1.6024], [-3.6245, -2.6225, 2.0096], [-4.7955, -3.1839, 2.7964], [-5.8894, -2.1225, 2.9581], [-6.3410, -1.6036, 1.6095], [-7.8516, -1.4278, 1.6557], [-8.2999, -1.9622, 3.0140], [-7.1413, -2.7931, 3.5619], [-5.4568, -0.9958, 3.8338], [-3.8832, -5.2686, 1.0238], [-2.1823, -5.4390, 0.5201], [-3.3013, -4.3684, -0.3062], [-1.7029, -3.0884, 1.1081], [-2.0349, -3.9813, 2.5074], [-3.9215, -2.1101, 1.0927], [-3.0950, -1.8516, 2.5821], [-4.5233, -3.5739, 3.7763], [-5.2082, -4.0334, 2.2524], [-5.7012, -0.8297, 1.1980], [-6.2229, -2.4493, 0.9297], [-8.2587, -0.4733, 1.3185], [-8.2697, -2.0360, 0.8477], [-8.3586, -1.0876, 3.6730], [-9.3256, -2.3193, 3.0210], [-7.1491, -2.7736, 4.6466], [-7.1009, -3.8065, 3.1694], [-4.4844, -0.6849, 3.4644], [-5.4272, -1.2487, 4.8933], [-6.2076, -0.2064, 3.8062], [6.4023, -0.8691, -0.3986], [5.7981, 0.2473, -1.2190], [5.3752, -0.2374, -2.6149], [4.5173, 0.6926, -3.4017], [4.0270, -0.0070, -4.6757], [3.0398, 0.8828, -5.4161], [1.8981, 0.0567, -6.0787], [2.3419, -1.3654, -5.7747], [3.1705, -1.2442, -4.5026], [5.1620, -0.3675, -5.6185], [7.4626, -0.9611, -0.6401], [6.0185, -1.8815, -0.5764], [6.2222, -0.8402, 0.6763], [6.3764, 1.1691, -1.2833], [4.8887, 0.6051, -0.7214], [4.9794, -1.2521, -2.5477], [6.3026, -0.4792, -3.1541], [4.8701, 1.6284, -3.8280], [3.5853, 0.8240, -2.8438], [3.5582, 1.5163, -6.1327], [2.5418, 1.5148, -4.6809], [1.9300, 0.3005, -7.1353], [0.9833, 0.2097, -5.5135], [2.8814, -1.8766, -6.5700], [1.5727, -2.0782, -5.4621], [3.7640, -2.1588, -4.4175], [2.6956, -1.1496, -3.5171], [4.7502, -0.5515, -6.6041], [5.7813, -1.1403, -5.1821], [5.7434, 0.5541, -5.6846], [-0.0194, 3.6548, -6.8339], [1.0882, 3.9353, -5.8151], [0.7290, 3.6555, -4.3768], [-0.2699, 4.6722, -3.8308], [-0.6914, 4.5154, -2.3624], [-1.6575, 5.6291, -2.0070], [-1.7142, 5.5278, -0.4925], [-0.2678, 5.2804, -0.1296], [0.4224, 4.7120, -1.3813], [-1.3422, 3.1677, -2.2797], [-0.0109, 2.6005, -7.1176], [0.1064, 4.2294, -7.7497], [-1.0187, 3.8919, -6.4664], [1.3198, 5.0100, -5.8374], [2.0463, 3.5224, -6.1298], [1.6095, 3.7001, -3.7269], [0.3464, 2.6318, -4.3264], [-1.1613, 4.7420, -4.4515], [0.1820, 5.6667, -3.8261], [-2.5958, 5.5307, -2.5451], [-1.1840, 6.5972, -2.1852], [-2.3821, 4.6893, -0.2711], [-2.0913, 6.4326, -0.0215], [-0.2692, 4.7279, 0.8072], [0.1680, 6.2697, 0.0184], [0.9247, 3.7547, -1.2432], [1.1565, 5.4273, -1.7433], [-1.6703, 2.8828, -1.2797], [-0.6747, 2.3707, -2.5828], [-2.2240, 3.2477, -2.9118]],
  "forces_ev_per_angstrom": [[-1.03, -0.43, -0.07], [0.68, -2.14, -0.05], [0.95, 1.19, -0.46], [-0.32, 0.12, 0.25], [0.20, 0.11, 0.46], [0.13, 0.39, 0.11], [0.21, 0.11, -0.20], [-0.50, 0.93, 0.43], [0.07, -0.08, 0.10], [-0.45, -0.06, -0.25], [-0.38, -0.36, 0.13], [-0.50, -1.50, 0.59], [-0.02, 0.72, 0.87], [-0.10, 0.51, 0.02], [-0.72, -0.07, -1.01], [0.77, 0.31, 1.64], [0.54, 0.67, 0.77], [-0.06, 0.24, -1.16], [-0.10, 0.33, 1.36], [-0.88, 0.78, -0.72], [-1.29, -0.85, 0.52], [-0.13, 0.09, -0.25], [-0.06, 0.00, -0.65], [0.62, 0.83, -0.19], [-0.01, -0.28, -0.02], [-0.04, 0.05, -0.12], [0.19, 0.00, -0.02], [0.01, -0.03, -0.10], [0.33, -0.21, -0.02], [0.06, -0.11, -0.03], [-0.04, -0.10, -0.30], [-0.29, -0.14, 0.11], [0.14, -0.02, -0.12], [0.12, -0.48, 0.18], [-0.12, -0.27, -0.35], [-0.15, -0.55, -0.40], [0.18, 0.43, 0.15], [0.86, -0.28, 0.24], [-0.04, -0.12, -0.22], [0.18, 0.10, -0.03], [0.52, 0.06, -0.46], [0.12, 0.90, -0.50], [-0.15, 1.46, -0.76], [0.52, -1.61, -0.36], [-0.18, -0.08, 0.18], [1.79, -0.07, -1.26], [0.12, 0.10, 0.41], [1.69, -1.36, -0.73], [0.13, 0.39, -0.43], [-0.14, 0.91, -0.46], [-1.12, 0.69, -0.07], [-0.21, -0.05, -0.03], [-0.28, -0.24, 0.15], [0.15, -0.56, 0.16], [0.08, -0.09, 0.30], [-0.09, -1.09, 0.12], [0.04, 0.13, 0.28], [0.03, 0.51, 0.30], [-0.21, -0.03, 0.00], [-0.27, 0.37, -0.05], [-0.22, 0.16, -0.09], [-0.08, -0.02, 0.40], [-0.73, -0.24, 0.35], [-0.49, 0.40, 0.45], [-0.46, -0.37, -0.16], [0.18, 0.12, 0.39], [-0.03, 0.00, -0.01], [-0.41, -0.03, 0.45], [0.18, -0.07, 0.76], [-0.24, -0.77, 0.27], [0.36, 0.59, -0.21], [-0.10, 0.10, -0.14], [-0.02, -0.61, 0.22], [1.22, 0.72, -0.09], [0.18, 0.37, -0.51], [-0.31, -0.59, 0.81], [-0.22, -1.27, -0.82], [-0.80, -0.30, -1.09], [0.20, 1.87, 0.47], [-0.58, -0.05, -1.09], [-0.19, 0.18, 0.10], [0.26, -0.18, 0.34], [-0.16, -0.17, 0.02], [0.22, 0.26, 0.01], [-0.27, 0.37, -0.13], [-0.29, -0.37, 0.02], [-0.44, -0.17, 0.03], [-0.20, 0.00, 0.18], [0.06, 0.32, 0.16], [-0.39, 0.23, -0.03], [-0.12, 0.38, 0.56], [0.49, -0.02, 0.11], [0.35, 0.43, 0.89], [0.16, -0.39, 0.21], [-0.10, -0.04, 0.10], [0.29, -0.79, 0.00], [0.49, -0.16, 0.02], [-0.27, -0.10, 0.21], [-0.10, 0.37, 0.18], [0.32, -0.62, -0.17], [0.14, 0.09, -0.51], [0.70, -0.84, 0.14], [-1.93, 0.26, -0.02], [2.39, -0.51, 0.00], [-1.79, -1.20, -0.95], [-0.55, -0.89, -1.47], [-0.65, 0.82, 0.23], [1.68, -0.45, 0.54], [-0.15, -0.88, 1.02], [0.97, -0.66, 0.17], [-0.14, 1.75, 0.65], [0.10, 0.05, 0.48], [-0.34, 0.27, -0.78], [0.46, 0.82, 0.07], [0.60, -0.33, -0.03], [-0.19, -0.22, 0.03], [-0.90, 0.42, 0.24], [0.14, 0.49, -0.11], [0.65, 0.14, 0.71], [0.26, 0.33, 0.03], [0.23, -0.05, 0.12], [0.50, 0.15, 0.19], [-0.87, -0.11, -0.05], [-0.24, 0.51, -0.67], [0.15, 0.27, -0.09], [-0.50, 0.29, -0.52], [0.53, 0.38, 0.04], [-0.69, 0.13, -0.03], [0.08, -0.49, 0.06], [-0.18, -0.27, -0.22], [0.26, -0.16, -0.18], [0.16, -0.39, -0.02], [0.04, 1.88, -0.57], [-0.03, -0.76, 0.86], [0.51, 0.78, 0.14], [-0.12, -0.09, -1.45], [0.16, 0.28, 0.72], [-1.02, -0.44, -0.69], [0.00, 0.72, 0.28], [0.05, -0.92, 0.66], [-0.58, 0.12, 0.57], [-0.14, -0.01, 0.03], [0.16, 0.02, 0.04], [0.02, 0.00, 0.10], [-0.09, 0.02, -0.21], [-0.15, -0.51, 0.22], [0.12, -0.10, -0.16], [-0.13, 0.01, 0.20], [-0.22, -0.17, 0.27], [0.09, -0.03, -0.29], [0.07, -0.05, -0.07], [0.09, -0.23, -0.78], [0.12, 0.14, 0.47], [-0.19, -0.05, -0.13], [0.77, -0.27, -0.22], [0.17, -0.19, 0.48], [-0.01, 0.02, 0.06], [-0.19, -0.02, -0.40], [0.11, 0.52, 0.12], [0.17, 0.25, -0.32], [0.06, -0.34, -0.14]],
  "mulliken_charge": [-1.63, 2.60, -1.29, -0.76, 0.32, 0.05, 0.47, -1.34, 0.43, 0.19, -0.32, -1.59, 0.15, -0.47, -1.00, 0.77, -0.73, -0.65, -0.58, -0.07, -1.54, 0.38, 0.37, 0.40, 0.13, 0.27, 0.46, 0.23, 0.37, 0.30, 0.30, 0.44, 0.29, 0.43, 0.42, 0.31, 0.37, -0.21, 0.53, 0.33, 0.56, -1.13, -0.26, -0.77, -0.15, 0.22, -0.03, -0.18, -0.54, -0.65, -1.03, 0.47, 0.09, 0.30, -0.21, 0.44, 0.35, 0.50, -0.24, 0.64, 0.63, -0.34, 0.40, -0.12, 0.59, -0.03, 0.71, 0.12, 0.34, 0.46, 0.38, -1.46, -0.57, 0.41, -0.65, 0.51, -0.52, -0.97, -0.60, -0.65, -1.21, 0.35, 0.38, 0.37, 0.16, 0.41, 0.27, -0.33, 0.26, 0.46, 0.44, 0.40, 0.35, 0.39, 0.28, 0.47, 0.39, 0.43, 0.30, 0.40, 0.48, -1.22, -0.30, 0.11, -0.06, 0.60, -0.12, -0.68, -1.49, 1.30, -1.11, 0.38, 0.19, 0.40, 0.54, 0.06, -0.67, 0.54, 0.61, -0.60, 0.80, -0.40, 0.45, 0.35, 0.48, 0.45, 0.14, -0.64, 0.49, 0.29, 0.43, -1.21, -0.77, 0.59, -1.23, 0.49, -0.66, -0.64, -0.13, -0.34, -0.92, 0.26, 0.41, 0.30, 0.49, 0.26, 0.38, -0.01, 0.36, 0.36, 0.47, 0.39, 0.22, 0.58, -0.19, 0.41, 0.07, 0.42, 0.41, -0.02, 0.31]
}

***

Going through the records in order, we get energy relative to the best compared isomer or geometry (same formula, charge and spin) values of 0.0, 57.1 kcal per mole.